Here is a structure of composition C11H17BEuI2N6Te at a distorted geometry from the Open Molecules 2025 dataset. Energies are from ωB97M-V/def2-TZVPD.

```
39
Properties=species:S:1:pos:R:3:forces:R:3
Eu 0.000000 0.000000 0.000000 -1.2010 -0.3893 -4.4729
C -1.844600 -3.193700 2.447000 -0.2020 -0.3698 0.3733
C -1.621500 -2.808000 1.142600 0.1834 0.3358 -0.2437
N -0.948200 -1.641700 1.135200 -1.1239 -1.8423 -0.4943
N -0.739800 -1.280000 2.394200 -0.1537 -0.3496 1.9510
C -1.273900 -2.204800 3.215800 -0.1009 -0.1757 0.4981
B -0.001000 0.000000 2.863400 -0.2126 0.0668 0.4803
N 1.477200 0.000000 2.395000 0.4448 -0.0105 1.8452
C 2.544800 0.000000 3.217100 0.1588 -0.0066 0.4344
C 3.686800 0.000000 2.448800 0.4250 0.0042 0.3531
C 3.242000 0.000000 1.144200 0.0007 0.0063 0.3408
N 1.895300 0.000000 1.136200 2.7291 -0.0649 -0.3798
N -0.739800 1.280000 2.394200 -0.0804 0.2213 1.9800
C -1.274000 2.204800 3.215800 -0.1225 0.2065 0.5048
C -1.844600 3.193600 2.447000 -0.1707 0.3066 0.3984
C -1.621600 2.808000 1.142500 0.0538 -0.1458 0.0866
N -0.948200 1.641700 1.135200 -1.3424 2.0057 -0.3624
H -2.357200 -4.081400 2.791900 0.1046 0.1862 -0.0358
H -1.929800 -3.342300 0.254100 0.2689 0.4962 -0.1363
H -1.252500 -2.167000 4.297800 0.2238 0.3948 -0.2288
H -0.001400 0.000000 4.059500 0.0248 -0.0049 -0.0758
H 2.500800 0.000100 4.299100 -0.4709 0.0017 -0.2316
H 4.711800 0.000100 2.794300 -0.2145 0.0054 -0.0361
H 3.859200 0.000000 0.256100 -0.5137 -0.0182 0.1177
H -1.252500 2.167000 4.297800 0.2326 -0.4011 -0.2223
H -2.357300 4.081400 2.791900 0.1114 -0.1852 -0.0482
H -1.929800 3.342300 0.254100 0.2460 -0.4304 0.0169
C 3.944500 0.047300 -3.398300 0.8897 0.3485 -0.1230
Te 2.313100 0.000000 -2.005400 0.8234 -0.8087 -2.0216
C 1.941700 -2.073900 -2.414400 -0.3493 -0.7996 -0.4309
H 4.450100 -0.940100 -3.410300 -0.6364 0.4958 0.0087
H 4.708600 0.754000 -3.014000 -0.6019 -0.2152 -0.3761
H 3.600900 0.343300 -4.410600 0.2140 -0.2291 0.7655
H 2.360700 -2.328900 -3.409200 0.0571 0.3381 0.6388
H 0.848100 -2.232900 -2.511300 0.6671 0.1702 0.4578
H 2.392700 -2.720700 -1.634200 -0.3702 0.4091 -0.5152
I -1.138700 1.971600 -1.971600 1.2871 -2.3875 1.5110
I -2.141500 3.707200 -3.708100 -1.4392 2.5619 -2.4882
H -0.796800 -1.379700 -1.379700 0.1600 0.2732 0.1606
```
Positions in Å, forces in eV/Å.

Its spin multiplicity is 8. The calculation puts the frontier orbital gap (alpha / beta) at 5.3980 / 7.0449 eV. For the energy, the calculation gives -64121.241 eV. Its expectation value of S² is 15.800.

Results of the Löwdin charge analysis, in e, for atoms 1 through 2: number 1, Eu, carries 1.225; number 2, C, carries -0.055